Entry from the Open Molecules 2025 dataset: a molecular structure, C23H22O4S4 in a non-equilibrium geometry (ωB97M-V/def2-TZVPD).

Geometry as XYZ:
```
53
Properties=species:S:1:pos:R:3
C 0.73469 3.03581 -3.76138
C -0.59877 2.83373 -3.38600
C -0.94463 1.76554 -2.57029
C 0.01743 0.96581 -1.85840
C -0.32998 0.32602 -0.58976
S -0.48814 -1.24701 0.46990
C -1.64677 -2.45395 1.26834
C -1.63723 -2.50697 2.65264
C -2.31798 -3.54228 3.29741
C -3.04389 -4.46942 2.54535
C -3.09431 -4.35988 1.14947
C -2.36254 -3.35935 0.49642
O 0.27464 -2.18778 -0.41709
O 0.19951 -0.74412 1.66871
S -1.95033 1.01036 0.07150
C -1.73204 2.67980 0.72201
C -1.00103 2.84144 1.89671
C -0.99740 4.08676 2.52847
C -1.72861 5.15091 1.98947
C -2.44891 4.97751 0.80385
C -2.45313 3.73384 0.16451
O -2.96024 1.10183 -0.96827
O -2.35816 0.28937 1.27137
C 1.32422 1.08802 -2.44581
C 1.68492 2.11255 -3.31565
H 1.02087 3.86389 -4.41003
H -1.38545 3.50052 -3.74126
H -1.99876 1.54888 -2.47386
H -1.09369 -1.75842 3.22257
H -2.27124 -3.60793 4.38470
H -3.57694 -5.27739 3.05027
H -3.69514 -5.05926 0.56690
H -2.35902 -3.25981 -0.58717
H -0.45257 1.99514 2.30569
H -0.43273 4.21495 3.45265
H -1.73913 6.11738 2.49614
H -3.02369 5.79822 0.37234
H -3.02375 3.57894 -0.75002
H 2.08021 0.33163 -2.22545
H 2.72102 2.17682 -3.65343
C 4.83097 -2.41449 -0.64789
C 3.67780 -3.07198 -1.38530
S 2.42718 -1.86215 -1.90584
C 1.94905 -1.11912 -0.43407
S 2.62461 -1.81484 0.99708
C 4.38614 -1.74898 0.64705
H 5.58571 -3.17324 -0.41869
H 5.30162 -1.66884 -1.29514
H 4.01069 -3.47049 -2.35124
H 3.20483 -3.87157 -0.80414
H 1.58853 -0.08879 -0.30892
H 4.81016 -2.28869 1.50642
H 4.69140 -0.69892 0.70716
```

## Properties
ΔE to the lowest compared entry with this formula, charge and spin: 47.6 kJ/mol
LUMO: -0.79 eV
HOMO-LUMO gap: 6.61 eV
Multiplicity: 1

***

Entry from the Open Molecules 2025 dataset: a molecular structure, C23H23AsF3I2N4OS2SeV in a non-equilibrium geometry (ωB97M-V/def2-TZVPD).

Geometry as XYZ:
```
61
Properties=species:S:1:pos:R:3
V -0.29054 -0.05414 0.28938
I -4.77457 -4.65776 -4.02728
C -3.80198 -3.55305 -2.54741
C -3.59749 -4.10053 -1.28942
C -2.94558 -3.36242 -0.32698
I -2.59773 -4.20697 1.54177
C -2.47866 -2.04672 -0.54135
O -1.89304 -1.41891 0.39299
C -2.67756 -1.52535 -1.85164
C -2.23694 -0.12984 -2.19776
N -0.84373 0.15477 -1.86900
C 0.10791 -0.60916 -2.65432
C 0.55963 -1.85374 -1.93700
C 0.90816 -3.01529 -2.61082
C 1.31212 -4.12175 -1.87562
C 1.35926 -4.03528 -0.48582
C 1.00742 -2.83977 0.10599
N 0.63364 -1.77591 -0.60595
C -3.33423 -2.26836 -2.81481
H -3.93287 -5.10234 -1.06241
H -2.83980 0.62632 -1.67485
H -2.38703 0.00602 -3.28419
H -0.64820 1.15722 -1.98393
H 0.98268 0.03576 -2.83643
H -0.31108 -0.89356 -3.63692
H 0.82611 -3.05028 -3.68635
H 1.56801 -5.04324 -2.37654
H 1.63994 -4.87470 0.13080
H 0.99203 -2.71217 1.18294
H -3.47270 -1.83990 -3.79782
F 4.77762 4.05264 -2.05132
C 3.44344 3.81450 -1.97422
F 3.02294 3.64975 -3.25730
F 2.90050 4.96037 -1.48594
C 3.17860 2.61633 -1.11573
C 4.24651 1.92892 -0.58045
C 4.00993 0.81191 0.22164
C 2.68860 0.45447 0.43098
N 1.64858 1.10233 -0.09736
C 1.84670 2.18488 -0.87516
S 0.49643 3.00026 -1.51892
H 5.25724 2.26502 -0.78110
H 4.80772 0.25420 0.68432
H 2.42988 -0.38222 1.07533
Se 1.20074 -0.42690 5.12355
C 0.63653 -0.37844 3.39642
N 0.31018 -0.34224 2.28000
C -2.47633 3.60041 3.71840
As -1.48143 3.20021 2.09766
C -1.51887 4.86762 1.10825
C 0.34726 2.96687 2.67105
S -2.32687 1.53219 1.12960
H -2.11102 4.51875 4.17384
H -2.35937 2.76717 4.41159
H -3.53275 3.70265 3.45836
H -1.18222 5.67237 1.76131
H -2.54564 5.05468 0.78385
H -0.86071 4.78289 0.24060
H 0.66968 3.86759 3.19632
H 0.96241 2.80810 1.78718
H 0.41456 2.10451 3.33068
```

## Properties
Total charge: -1
LUMO (spin up / spin down): 2.14 / 2.14 eV
<S²>: 3.76
HOMO-LUMO gap (spin up / spin down): 6.51 / 7.14 eV
Multiplicity: 4

***

Entry from the Open Molecules 2025 dataset: a molecular structure, C23H23Cl2CoN6Se in a non-equilibrium geometry (ωB97M-V/def2-TZVPD).

Geometry as XYZ:
```
56
Properties=species:S:1:pos:R:3
Co -0.36494 -0.09290 -0.05109
C -2.02695 -2.73620 4.75211
C -0.66107 -2.80454 4.98614
C 0.23052 -2.22836 4.09264
C -0.24792 -1.58859 2.95793
C -1.61562 -1.52147 2.72006
C -2.50260 -2.09133 3.61978
N 0.64425 -0.90838 2.00441
C 0.97500 0.39627 2.60996
C 2.00831 0.57793 3.51562
C 2.20461 1.80462 4.12989
C 1.33808 2.85711 3.85812
C 0.31658 2.70507 2.94440
C 0.12897 1.47852 2.28926
N -0.79505 1.28874 1.29942
N -1.56472 2.27448 0.88511
C -1.57885 2.45063 -0.44781
C -2.33247 3.49134 -1.01924
C -2.21512 3.73887 -2.36587
C -1.35260 2.95452 -3.13742
C -0.68260 1.91566 -2.52520
N -0.79661 1.63578 -1.22507
H -2.72253 -3.17585 5.45388
H -0.28701 -3.29304 5.87570
H 1.29348 -2.27358 4.29270
H -1.98280 -1.00757 1.83993
H -3.56641 -2.02351 3.43448
H 2.66497 -0.24503 3.77264
H 3.01676 1.93063 4.83170
H 1.46832 3.80711 4.35830
H -0.35543 3.51742 2.70678
H -2.96942 4.08020 -0.37531
H -2.78008 4.54189 -2.81915
H -1.21148 3.14022 -4.19192
H -0.00668 1.29155 -3.10183
Cl 1.10277 -1.15457 -1.57221
C -0.31499 -1.71934 -2.49382
Cl -1.74242 -1.44676 -1.46583
H -0.21292 -2.77666 -2.70878
H -0.41259 -1.13571 -3.40278
C 4.46851 -3.46369 0.37546
N 3.13060 -4.03883 0.35101
C 2.80453 -5.27964 -0.13547
C 1.47179 -5.42200 0.01620
N 0.98968 -4.27039 0.60265
C -0.42496 -4.09145 0.89836
C 2.01677 -3.42744 0.80332
Se 2.32855 -1.77450 1.70065
H 5.15613 -4.14137 -0.12070
H 4.80597 -3.31199 1.40144
H 4.48061 -2.50658 -0.14614
H 3.53088 -5.95716 -0.54959
H 0.82470 -6.24372 -0.23624
H -0.98314 -4.85323 0.36046
H -0.76732 -3.11541 0.57365
H -0.61945 -4.20136 1.96338
```

## Properties
Total charge: +2
LUMO (spin up / spin down): -5.68 / -6.51 eV
<S²>: 6.04
HOMO-LUMO gap (spin up / spin down): 6.52 / 6.48 eV
Multiplicity: 5

***

Entry from the Open Molecules 2025 dataset: a molecular structure, C23H23IrN6O4S in a non-equilibrium geometry (ωB97M-V/def2-TZVPD).

Geometry as XYZ:
```
58
Properties=species:S:1:pos:R:3
Ir 0.00073 -1.19777 1.19745
N -0.13506 -2.46292 5.36408
C -0.18189 -1.75695 4.20653
S -1.17847 -2.41251 2.93731
N 0.46773 -0.64177 4.13904
N 0.54638 0.02885 2.97006
C 0.78844 1.29565 3.14243
C 1.03233 2.34623 2.19917
C 1.52645 3.55159 2.72489
C 1.87849 4.61103 1.91985
C 1.74833 4.50057 0.54564
C 1.20821 3.35097 -0.00711
C 0.83041 2.29488 0.80493
O 0.18242 1.17655 0.32136
H -0.87175 -3.13093 5.51882
H 0.24778 -1.99991 6.17291
H 0.85280 1.61138 4.18364
H 1.63384 3.63405 3.79507
H 2.25850 5.52137 2.35623
H 2.05168 5.31089 -0.09753
H 1.08331 3.28369 -1.07647
C 3.40387 -3.87236 -0.39318
C 1.94363 -3.51285 -0.13814
C 1.01535 -4.72237 -0.21800
O 1.82301 -2.87001 1.14015
C 1.43217 -2.49195 -1.23433
O 1.91824 -2.52967 -2.34477
O 0.49203 -1.74115 -0.84385
H 3.68484 -4.78237 0.13403
H 4.03792 -3.05187 -0.06566
H 3.55331 -4.00844 -1.46025
H 1.28746 -5.47606 0.52329
H 1.07641 -5.16621 -1.20820
H -0.01134 -4.40401 -0.03813
H 1.62298 -3.54279 1.80137
C 1.22214 0.94764 -3.12179
C 1.15651 0.75103 -1.78735
N 0.03106 1.07131 -1.06976
C -1.16339 1.61079 -1.61534
C -1.03646 1.83396 -3.10805
C 0.11757 1.52875 -3.78151
C -2.20864 2.32309 -3.70699
C -3.43435 2.06295 -3.11939
C -3.53491 1.17705 -2.05292
C -4.73904 0.54981 -1.65986
C -4.72367 -0.38816 -0.67680
N -3.56516 -0.74509 -0.04578
C -2.48241 -0.15923 -0.40561
N -2.37133 0.77851 -1.36642
H 2.09617 0.63964 -3.66667
H 1.96032 0.34406 -1.19722
H -1.40672 2.57377 -1.11029
H 0.15708 1.70306 -4.84410
H -2.15781 2.77090 -4.68496
H -4.34572 2.41727 -3.57414
H -5.64906 0.81631 -2.17333
H -5.60849 -0.89908 -0.33445
H -1.56425 -0.45115 0.13008
```

## Properties
ΔE to the lowest compared entry with this formula, charge and spin: 675.8 kJ/mol
LUMO (spin up / spin down): -1.94 / -1.94 eV
HOMO-LUMO gap (spin up / spin down): 3.47 / 3.47 eV
Multiplicity: 1

***

Entry from the Open Molecules 2025 dataset: 2 unconnected molecules or ions with the total composition C23H23N3O in a non-equilibrium geometry (ωB97M-V/def2-TZVPD).

Geometry as XYZ:
```
50
Properties=species:S:1:pos:R:3
C 1.17212 -2.82482 2.51427
N 2.28058 -1.89218 2.54661
C 3.57896 -2.36362 2.54883
C 4.40106 -1.29905 2.53698
N 3.61114 -0.16479 2.50808
C 4.20285 1.16068 2.45306
C 2.29782 -0.52133 2.55979
C 1.17168 0.41855 2.46478
C -0.22247 -0.11344 2.59187
C -1.08791 0.01674 1.56286
C -2.33109 -0.72679 1.46292
C -2.93503 -1.02603 0.21152
C -4.13364 -1.73827 0.13404
C -4.75849 -2.19945 1.30567
C -4.15879 -1.94567 2.54652
C -2.96473 -1.21930 2.62776
O 1.37891 1.63296 2.30242
H 0.23652 -2.33630 2.77427
H 1.07706 -3.28210 1.51795
H 1.37978 -3.62822 3.23420
H 3.82879 -3.40744 2.56369
H 5.47371 -1.23867 2.54988
H 3.41790 1.91955 2.41915
H 4.84826 1.29200 3.33201
H 4.84780 1.23314 1.56644
H -0.49518 -0.44243 3.60608
H -0.79219 0.66154 0.70503
H -2.41540 -0.70916 -0.69752
H -4.57756 -1.95930 -0.84310
H -5.69893 -2.74783 1.24836
H -4.60870 -2.33218 3.46500
H -2.49797 -1.03418 3.59989
C -0.81662 2.13334 5.58148
C -1.65414 2.85079 4.58835
C -0.93308 3.66380 3.68668
N -0.26928 4.34265 2.99525
C -3.05332 3.04923 4.74388
C -3.80250 2.48067 5.82568
C -5.16978 2.70078 5.94837
C -5.84694 3.50967 5.02429
C -5.13073 4.12747 3.98999
C -3.75920 3.91507 3.84873
H -1.36660 1.60142 6.36149
H -0.11589 1.44215 5.08927
H -0.17099 2.89992 6.04132
H -3.27436 1.90988 6.59129
H -5.71257 2.25927 6.78695
H -6.92388 3.66463 5.11021
H -5.63192 4.80642 3.29735
H -3.20260 4.45444 3.08021
```

## Properties
ΔE to the lowest compared entry with this formula, charge and spin: 584.3 kJ/mol
LUMO: -1.74 eV
HOMO-LUMO gap: 2.72 eV
Multiplicity: 1